[1]
Molecular formula: C4H7NO
Method: DFT, the ωB97M-V functional and the def2-TZVPD basis

Each line ends with the Löwdin charge.
Positions of all 13 atoms, in Å:
O: 0.212 1.220 -0.491  -0.066
N: -1.225 1.321 -0.444  -0.007
C: 2.003 -0.225 0.223  -0.017
C: 0.545 -0.010 0.019  -0.373
C: -1.708 -0.070 -0.333  -0.195
C: -0.505 -0.807 0.198  -0.037
H: -1.374 1.759 0.467  0.113
H: 2.539 -0.110 -0.724  0.088
H: 2.182 -1.232 0.605  0.083
H: 2.416 0.502 0.929  0.086
H: -2.013 -0.437 -1.322  0.108
H: -0.483 -1.826 0.558  0.104
H: -2.589 -0.086 0.316  0.112

Properties
LUMO level = 1.045 eV
relative energy (zero: lowest compared OMol25 entry of this formula, charge and spin) = 2.750 eV
highest occupied orbital energy = -8.48 eV
orbital gap = 9.52 eV
SMILES = CC1=CCNO1

---

[2]
Molecular formula: C4H7NO
Method: DFT, the ωB97M-V functional and the def2-TZVPD basis

Each line ends with the Löwdin charge.
Positions of all 13 atoms, in Å:
O: -2.662 -0.887 1.522  0.040
N: 0.266 0.236 -0.141  -0.173
C: -1.538 -0.483 1.338  -0.243
C: 1.225 0.701 -1.066  -0.139
C: 1.443 -0.558 -0.246  -0.127
C: -1.153 0.235 0.055  -0.149
H: 1.103 0.583 -2.155  0.104
H: -1.448 1.284 0.253  0.135
H: 1.722 1.628 -0.772  0.097
H: 1.496 -1.512 -0.789  0.100
H: 2.108 -0.530 0.628  0.098
H: -1.821 -0.125 -0.752  0.126
H: -0.741 -0.573 2.124  0.132

Properties
LUMO level = 0.974 eV
relative energy (zero: lowest compared OMol25 entry of this formula, charge and spin) = 3.105 eV
highest occupied orbital energy = -8.79 eV
orbital gap = 9.76 eV
SMILES = O=CCN1CC1

---

[3]
Molecular formula: C4H7NO
Method: DFT, the ωB97M-V functional and the def2-TZVPD basis

Each line ends with the Löwdin charge.
Positions of all 13 atoms, in Å:
O: -1.456 0.018 -1.218  -0.082
N: 0.033 0.423 -1.381  0.069
C: -0.641 0.552 0.811  -0.070
C: -1.716 0.218 0.105  -0.165
C: 1.174 -1.143 0.148  -0.057
C: 0.580 0.263 -0.021  -0.404
H: -0.027 1.445 -1.485  0.115
H: 0.465 -1.893 -0.218  0.081
H: 1.395 -1.362 1.199  0.076
H: -0.636 1.012 1.780  0.095
H: 1.349 1.017 0.194  0.140
H: -2.702 0.003 0.517  0.126
H: 2.100 -1.253 -0.431  0.076

Properties
LUMO level = 1.041 eV
relative energy (zero: lowest compared OMol25 entry of this formula, charge and spin) = 3.276 eV
highest occupied orbital energy = -8.76 eV
orbital gap = 9.80 eV
SMILES = C[C@@H]1C=CON1

---

[4]
Molecular formula: C4H7NO
Method: DFT, the ωB97M-V functional and the def2-TZVPD basis

Each line ends with the Löwdin charge.
Positions of all 13 atoms, in Å:
O: -0.399 2.149 0.071  0.059
N: -1.672 0.244 -0.395  0.009
C: 0.490 -0.127 -0.199  -0.081
C: -1.342 -1.053 0.008  -0.018
C: 1.856 0.186 0.444  -0.075
C: -0.513 0.968 -0.185  -0.536
H: -1.300 -1.284 1.069  0.072
H: -1.894 -1.836 -0.563  0.095
H: 1.765 0.801 1.347  0.074
H: 2.502 0.770 -0.246  0.089
H: 0.576 -0.666 -1.135  0.101
H: -2.484 0.570 -0.897  0.146
H: 2.415 -0.722 0.679  0.065

Properties
LUMO level = 0.640 eV
relative energy (zero: lowest compared OMol25 entry of this formula, charge and spin) = 2.926 eV
highest occupied orbital energy = -8.86 eV
orbital gap = 9.50 eV

---

[5]
Molecular formula: C4H7NO
Method: DFT, the ωB97M-V functional and the def2-TZVPD basis

Each line ends with the Löwdin charge.
Positions of all 13 atoms, in Å:
O: -1.769 -0.566 1.119  -0.012
N: -1.587 0.283 -2.264  0.157
C: 0.411 0.286 0.724  -0.207
C: -1.253 0.034 -1.183  -0.156
C: -0.769 -0.486 0.131  -0.404
C: 1.573 0.414 -0.254  -0.103
H: 1.288 1.003 -1.132  0.073
H: -2.603 -0.818 0.707  0.102
H: 1.909 -0.569 -0.606  0.080
H: 0.720 -0.268 1.620  0.121
H: -0.413 -1.487 -0.147  0.150
H: 0.068 1.269 1.066  0.123
H: 2.425 0.907 0.222  0.075

Properties
LUMO level = 0.690 eV
relative energy (zero: lowest compared OMol25 entry of this formula, charge and spin) = 1.153 eV
highest occupied orbital energy = -11.20 eV
orbital gap = 11.89 eV
SMILES = CC[C@@H](O)C#N

---

[6]
Molecular formula: C4H7NO
Method: DFT, the ωB97M-V functional and the def2-TZVPD basis

Each line ends with the Löwdin charge.
Positions of all 13 atoms, in Å:
O: -1.681 0.964 0.570  0.088
N: 0.408 1.322 0.256  0.185
C: -0.720 0.346 -0.002  -0.699
C: 1.360 0.361 0.745  -0.215
C: -0.852 -0.178 -1.416  -0.005
C: 0.180 -0.552 0.998  -0.070
H: 0.072 -0.649 -1.767  0.081
H: -0.230 -0.475 2.001  0.113
H: -1.661 -0.913 -1.438  0.088
H: 1.997 0.013 -0.084  0.127
H: 1.981 0.696 1.578  0.109
H: 0.258 -1.581 0.646  0.111
H: -1.112 0.647 -2.085  0.086

Properties
LUMO level (spin up / spin down) = -1.675 / -0.720 eV
relative energy (zero: lowest compared OMol25 entry of this formula, charge and spin) = 5.444 eV
highest occupied orbital energy (spin up / spin down) = -9.56 / -9.54 eV
orbital gap (spin up / spin down) = 7.89 / 8.82 eV

---

[7]
Molecular formula: C4H7NO2
Method: DFT, the ωB97M-V functional and the def2-TZVPD basis

Each line ends with the Löwdin charge.
Positions of all 14 atoms, in Å:
O: -1.746 0.900 1.399  0.120
O: 1.616 1.524 0.307  0.047
N: 1.963 -0.534 -0.627  0.170
C: -0.303 0.204 -0.402  -0.367
C: 1.200 0.485 -0.183  -0.513
C: -1.111 1.230 0.361  -0.031
C: -0.781 -1.139 -0.057  -0.127
H: 2.952 -0.542 -0.434  0.117
H: 1.472 -1.389 -0.862  0.091
H: -0.502 0.487 -1.452  0.158
H: -1.354 2.223 -0.003  0.149
H: -0.296 -1.736 0.703  0.019
H: -1.704 -1.488 -0.509  0.021
H: -1.494 -0.118 1.499  0.146

Properties
LUMO level (spin up / spin down) = -0.437 / -0.442 eV
relative energy (zero: lowest compared OMol25 entry of this formula, charge and spin) = 3.965 eV
highest occupied orbital energy (spin up / spin down) = -6.96 / -6.96 eV
orbital gap (spin up / spin down) = 6.52 / 6.51 eV

---

[8]
Molecular formula: C4H7NO2
Method: DFT, the ωB97M-V functional and the def2-TZVPD basis

Each line ends with the Löwdin charge.
Positions of all 14 atoms, in Å:
O: 0.070 0.146 -1.854  -0.126
O: -0.351 1.242 1.085  0.074
N: -2.153 -0.005 0.366  0.251
C: -0.879 0.289 0.367  -0.266
C: 0.865 1.259 0.210  0.004
C: 1.066 -1.293 -0.170  -0.023
C: 0.339 -0.004 -0.611  -0.678
H: -2.852 0.551 0.835  0.135
H: 1.226 -1.384 0.914  0.080
H: 0.806 2.150 -0.413  0.126
H: 1.775 1.185 0.806  0.119
H: 2.038 -1.323 -0.674  0.085
H: 0.490 -2.158 -0.509  0.077
H: -2.442 -0.657 -0.351  0.142

Properties
LUMO level = 0.510 eV
relative energy (zero: lowest compared OMol25 entry of this formula, charge and spin) = 3.164 eV
highest occupied orbital energy = -7.84 eV
orbital gap = 8.35 eV

---

[9]
Molecular formula: C4H7NO2
Method: DFT, the ωB97M-V functional and the def2-TZVPD basis

Each line ends with the Löwdin charge.
Positions of all 14 atoms, in Å:
O: 1.240 0.277 -2.067  0.078
O: -0.650 -0.690 -2.067  0.030
N: 1.960 0.984 0.739  0.012
C: 0.237 0.014 -1.432  -0.623
C: -1.316 -0.866 0.341  -0.124
C: 0.489 0.888 0.866  -0.137
C: -0.140 -0.003 -0.070  -0.274
H: -1.099 -1.441 -1.241  0.203
H: -1.234 -1.891 0.177  0.026
H: -1.194 -1.184 1.624  0.168
H: 2.323 0.978 -0.276  0.074
H: -2.537 -0.260 0.274  0.201
H: 1.939 2.374 1.238  0.244
H: -0.020 0.822 1.895  0.121

Properties
LUMO level = -0.124 eV
relative energy (zero: lowest compared OMol25 entry of this formula, charge and spin) = 7.418 eV
highest occupied orbital energy = -8.92 eV
orbital gap = 8.79 eV

---

[10]
Molecular formula: C4H7NO2
Method: DFT, the ωB97M-V functional and the def2-TZVPD basis

Each line ends with the Löwdin charge.
Positions of all 14 atoms, in Å:
O: -0.056 -1.045 0.590  -0.033
O: 2.891 1.188 0.479  0.006
N: -0.100 0.940 -0.396  0.138
C: -0.780 -0.052 0.018  -0.432
C: 1.369 -0.761 0.554  -0.090
C: 2.108 0.507 -0.160  -0.288
C: -2.305 -0.176 -0.113  0.009
H: -2.809 -0.229 0.866  0.087
H: 1.779 -1.641 0.038  0.121
H: -2.590 -1.054 -0.712  0.086
H: 2.109 0.569 -1.273  0.115
H: -2.667 0.728 -0.641  0.082
H: 1.675 -0.634 1.598  0.121
H: -0.625 1.662 -0.849  0.078

Properties
LUMO level = 0.752 eV
relative energy (zero: lowest compared OMol25 entry of this formula, charge and spin) = 2.228 eV
highest occupied orbital energy = -9.38 eV
orbital gap = 10.13 eV
SMILES = [H]/N=C(\C)OCC=O

---

Question: Which formula does entry 6 have?
Answer: C4H7NO

---

Question: Among the records above, which one has the highest relative energy (zero: lowest compared OMol25 entry of this formula, charge and spin)?
Answer: number 9

---

Question: Which value of relative energy (zero: lowest compared OMol25 entry of this formula, charge and spin) does entry 7 give?
Answer: 3.965 eV